Entry 1:
C5H7NO | wB97M-V/def2-TZVPD

Properties
**Molar mass**: 97.1 g/mol
**Orbital gap**: 8.95 eV
**HOMO level**: -8.52 eV
**Energy relative to the best compared isomer or geometry (same formula, charge and spin)**: 6.2640 eV
**2S+1**: 1

Each line ends with the natural charge from an NBO analysis.
Positions of all 14 atoms, in Å:
O (2.2597, 1.6887, -0.0046)  -0.6565
C (1.0433, 1.6510, 0.4152)  0.3103
C (0.2203, 0.9154, -0.4255)  -0.3274
C (-0.0383, -0.4215, -0.9928)  -0.0210
C (-0.1872, -1.5076, 0.0435)  -0.4428
C (-1.2172, -0.5617, 0.6997)  -0.2268
N (-1.1415, 0.4360, -0.4533)  -0.3508
H (0.6817, 2.3774, 1.1524)  0.1805
H (1.4130, 1.2955, -1.0247)  0.4846
H (0.0425, -0.5633, -2.0692)  0.2132
H (0.7240, -1.7657, 0.5876)  0.2180
H (-0.6403, -2.4166, -0.3622)  0.2178
H (-0.9380, -0.1433, 1.6718)  0.1914
H (-2.2221, -0.9844, 0.7621)  0.2097

=====

Entry 2:
C5H7NO | wB97M-V/def2-TZVPD

Properties
**Molar mass**: 97.1 g/mol
**Orbital gap**: 8.97 eV
**HOMO level**: -8.00 eV
**Energy relative to the best compared isomer or geometry (same formula, charge and spin)**: 0.8112 eV
**2S+1**: 1
**SMILES string**: Cc1cocc1N

Each line ends with the natural charge from an NBO analysis.
Positions of all 14 atoms, in Å:
C (-1.7079, 0.2685, 0.6290)  -0.6260
C (-0.4593, -0.3544, 0.0885)  -0.1417
C (-0.2582, -1.6550, -0.2441)  0.1026
O (1.0119, -1.8755, -0.6432)  -0.4045
C (1.6573, -0.6744, -0.5740)  0.0033
C (0.8095, 0.2922, -0.1354)  0.0821
N (1.0836, 1.6448, 0.1217)  -0.8076
H (-2.5918, -0.3173, 0.3600)  0.2231
H (-1.8622, 1.2835, 0.2450)  0.2072
H (-1.6677, 0.3380, 1.7212)  0.2224
H (-0.9156, -2.5118, -0.2517)  0.1977
H (2.6974, -0.6725, -0.8611)  0.1974
H (0.2947, 2.2463, -0.0824)  0.3700
H (1.8953, 1.9769, -0.3844)  0.3738

=====

Entry 3:
C5H7NO | wB97M-V/def2-TZVPD

Properties
**Molar mass**: 97.1 g/mol
**Orbital gap (alpha / beta)**: 5.72 / 7.93 eV
**HOMO level (alpha / beta)**: -4.88 / -10.22 eV
**<S²>**: 2.031
**Energy relative to the best compared isomer or geometry (same formula, charge and spin)**: 4.2002 eV
**2S+1**: 3

Each line ends with the natural charge from an NBO analysis.
Positions of all 14 atoms, in Å:
C (1.2211, 0.9331, 0.0531)  -0.2766
C (0.0657, 0.2443, 0.1334)  -0.0352
C (0.0640, 1.5928, 0.5304)  0.1175
C (0.6390, -2.0662, -0.6748)  -0.6057
C (-0.3707, -1.0573, -0.2613)  -0.4553
N (-0.4851, 2.6374, 0.8836)  -0.0192
O (-1.9223, 2.5240, 1.0134)  -0.5330
H (2.2808, 0.9936, -0.2549)  0.2291
H (0.8452, -2.9109, -0.0760)  0.2177
H (1.5036, -1.4163, -0.8912)  0.2106
H (0.3409, -2.4309, -1.6105)  0.2117
H (-1.0997, -1.3128, 0.5469)  0.2361
H (-0.9729, -0.8332, -1.1928)  0.2170
H (-2.1095, 3.1023, 1.8007)  0.4855

=====

Q: Which of these has the highest 2S+1?
A: number 3

=====

Q: Which of these has the lowest energy relative to the best compared isomer or geometry (same formula, charge and spin)?
A: number 2

=====

Q: What is the 2S+1 in the first record?
A: 1